[1]
The following is a DFT calculation (ωB97M-V with the def2-TZVPD basis set) of a single C6H6 molecule.

Computed properties:
Net charge: 0
SMILES: C#CCC1=CC1
E in a.u.: -231.9866

Each line ends with the natural charge from an NBO analysis.
Cartesian coordinates (Å):
C1 2.0875 0.4230 -0.3887  -0.447
C2 0.9023 1.1291 -0.9740  -0.224
C3 0.6094 -0.0603 -0.4960  0.042
C4 -2.8119 0.1092 0.6949  -0.228
H1 -0.6165 -2.1145 -0.3674  0.261
C5 -0.6068 -1.2063 0.2389  -0.459
C6 -1.7010 -0.3537 0.5602  -0.016
H2 2.8613 0.0028 -0.9966  0.186
H3 -0.2618 -1.3531 1.3164  0.255
H4 -3.5472 0.5182 1.3104  0.228
H5 0.8179 2.0887 -1.4544  0.230
H6 2.2667 0.8169 0.5563  0.173

---

[2]
The following is a DFT calculation (ωB97M-V with the def2-TZVPD basis set) of 2 unconnected molecules or ions with the total composition C10H11N3O.

Computed properties:
Net charge: 0
E in a.u.: -626.8182
2S+1: 3

Each line ends with the Löwdin spin population.
Cartesian coordinates (Å):
C1 -3.1826 -1.2991 -0.9519  0.006
H1 4.5118 -2.1196 -0.7886  0.013
C2 -0.9904 -1.4632 0.0895  0.210
H2 3.9722 0.9980 2.0671  0.016
H3 -4.2950 -1.1720 -0.6543  0.000
N1 2.7874 0.4254 0.2182  0.113
O1 0.9311 -1.3481 1.6427  0.238
C3 -2.5607 0.2390 0.9099  0.058
C4 1.7119 1.0743 -0.3032  0.287
H4 -3.5536 0.6579 0.8248  0.002
H5 1.1620 1.8156 0.2970  0.021
H6 5.5415 -0.7125 1.1900  -0.005
C5 0.0564 -1.3199 0.8595  0.310
H7 -0.8423 -1.9874 -0.8502  0.040
N2 2.9809 -0.6024 -0.6259  0.054
H8 0.3109 0.3545 -1.8869  -0.003
C6 4.6646 -0.4758 0.6834  0.007
H9 -3.3442 -2.4168 -0.9406  0.002
H10 -2.8818 -0.9395 -1.9579  0.001
C7 3.7827 0.5396 1.1364  0.237
H11 -1.8243 0.5550 1.4954  0.011
C8 1.1756 0.2907 -1.3414  0.024
C9 4.1265 -1.2383 -0.3451  0.207
N3 2.0685 -0.7014 -1.5627  0.113
C10 -2.3032 -0.7658 0.0596  0.037

---

[3]
The following is a DFT calculation (ωB97M-V with the def2-TZVPD basis set) of a molecular structure, C38H25Br2Cl5CsN6O3.

Computed properties:
Net charge: -1
E in a.u.: -9486.5310

Each line ends with the Mulliken charge.
Cartesian coordinates (Å):
N1 -1.6280 -1.0365 -0.7406  -0.005
H1 -1.7832 1.4527 -0.9915  0.391
C1 6.0114 -2.6341 2.4264  0.008
Br1 3.9267 0.0489 4.7884  -0.249
C2 -3.7968 -1.1756 5.0423  -0.584
C3 5.4434 -2.4964 1.1381  1.037
C4 5.5603 -1.8838 3.4769  -0.550
Cs1 1.4823 0.2332 -0.2540  1.285
C5 -1.7405 3.5819 -0.8727  -0.259
H2 -4.3358 -2.5825 0.5181  0.412
C6 -2.2451 4.7880 -1.3518  -0.325
C7 4.5190 -0.9731 3.2935  0.099
C8 -3.1042 2.3717 -2.4326  -0.487
C9 -3.5946 -2.2654 -0.2051  -0.561
C10 -2.3195 -0.9662 1.5590  0.330
C11 1.5707 -2.2286 -5.5139  -0.290
H3 -4.0761 -1.8876 2.4339  0.565
C12 1.0680 5.4865 2.2264  -0.490
Cl1 1.1446 1.7407 -3.4181  -0.186
H4 -3.2020 -1.6995 5.7959  0.320
C13 3.8594 -0.7515 2.0654  0.308
C14 -2.7638 -2.2715 -2.4398  -1.098
C15 -3.6054 3.5699 -2.9193  -0.472
N2 -0.7785 3.4767 0.1725  0.359
O1 2.9030 0.0623 1.9048  -0.667
H5 -6.1490 -2.1314 -2.0080  0.328
H6 -4.8157 -4.5205 -1.3628  0.341
N3 -1.2297 -0.2280 1.7598  0.134
H7 2.8434 2.1397 2.6401  0.271
C16 1.5463 0.1753 -5.6029  -0.352
H8 -4.7658 -3.8400 -2.9884  0.342
Cl2 1.9616 -1.1112 -7.9588  -0.218
H9 -1.9042 5.7145 -0.9096  0.431
C17 -1.7655 -0.0857 4.0801  -1.050
C18 1.3092 0.1770 -4.2300  1.081
H10 -4.1485 -0.2415 5.4899  0.307
H11 5.5323 -3.5682 -2.0917  0.413
C19 -4.8532 -3.5907 -1.9284  -0.787
C20 -3.1789 4.7777 -2.3723  -0.591
C21 -2.9081 -0.8472 3.8762  0.586
C22 5.8462 -3.2308 -0.0025  -0.663
Br2 7.4402 -3.8641 2.7375  -0.291
C23 -0.9613 0.1993 2.9907  -0.382
H12 -2.8065 -2.5850 -3.4774  0.391
N4 -0.1703 4.5132 0.4017  -0.621
H13 6.0103 -1.9979 4.4531  0.406
C24 2.6801 4.1677 3.3965  -0.694
O2 -4.8901 -1.9735 4.6116  -0.494
H14 2.2455 6.2206 3.8628  0.381
N5 1.4327 3.2132 1.5948  0.066
C25 -2.5370 -1.4413 0.1516  0.604
H15 -1.5011 0.2733 5.0693  0.413
N6 3.8093 -1.3645 -0.2520  -0.291
H16 -0.9553 -1.0958 -2.6726  0.625
C26 -3.7102 -2.6954 -1.5239  0.552
H17 -5.4216 -2.2020 5.3768  0.296
C27 2.3569 3.1113 2.5524  -0.158
H18 -3.5715 5.7121 -2.7543  0.346
C28 -1.7381 -1.4385 -2.0014  -0.720
Cl3 1.7341 -3.7574 -6.3192  -0.225
C29 1.3311 -2.1393 -4.1431  0.251
H19 3.7156 -1.8467 -2.2333  0.405
C30 -2.1821 2.3760 -1.3974  0.292
H20 6.6389 -3.9597 0.0994  0.301
H21 -4.3350 3.5663 -3.7197  0.377
H22 -3.4290 1.4292 -2.8587  0.437
C31 4.3872 -1.5619 0.9597  -0.320
C32 2.0190 5.3728 3.2271  -0.347
Cl4 1.6765 1.6496 -6.5118  -0.215
C33 -3.1902 -1.2919 2.5961  -0.785
C34 1.1887 -0.9542 -3.4509  -1.062
Cl5 1.1809 -3.6488 -3.2304  -0.220
C35 5.2395 -3.0171 -1.2074  -0.823
H23 3.4396 4.0397 4.1567  0.446
H24 -0.0532 0.7878 3.1064  0.364
C36 0.8006 4.3714 1.4474  0.194
C37 1.6773 -1.0508 -6.2524  0.505
O3 -6.1291 -3.0192 -1.6378  -0.520
C38 4.2184 -2.0531 -1.2897  -0.382
H25 0.5239 6.4053 2.0489  0.432

---

[4]
The following is a DFT calculation (ωB97M-V with the def2-TZVPD basis set) of a molecular structure, C32H92As3F18N7O7.

Computed properties:
Net charge: +4
E in a.u.: -10688.0131

Each line ends with the Mulliken charge.
Cartesian coordinates (Å):
C1 10.0784 22.4001 -14.7187  0.075
C2 16.2847 21.9492 2.1222  -0.550
C3 16.6056 21.6378 -0.4081  -1.116
C4 13.3311 21.3842 -1.8794  -0.838
H1 9.2011 11.2493 -1.9858  0.304
H2 17.1620 13.1316 -15.1776  0.339
H3 1.1307 19.0597 -4.5940  0.332
C5 5.1586 14.7702 -16.8829  -0.791
F1 6.6071 15.4803 -5.5140  -0.510
F2 -0.9037 22.9404 -12.7106  -0.468
C6 8.6729 11.1657 -1.0360  -0.785
C7 17.6238 12.2672 -14.7005  -0.784
H4 8.3274 12.1291 -0.6609  0.275
F3 6.9440 13.6034 -7.2870  -0.495
H5 9.4865 10.9816 -0.3343  0.345
C8 4.4051 13.4027 6.1736  -1.355
C9 13.9771 12.3988 -13.4038  -1.387
H6 13.7452 21.5313 -2.8769  0.341
H7 13.9844 13.4882 -13.4369  0.364
C10 18.2498 20.5613 1.2431  -0.181
C11 1.5586 20.2684 -2.2824  -0.803
H8 1.3304 12.8348 -13.8119  0.443
H9 11.4904 22.8615 -18.9815  0.289
H10 12.7024 20.4945 -1.9140  0.247
H11 8.1855 21.8058 -13.9448  0.424
C12 15.8909 19.6620 1.1623  -0.972
C13 7.6148 8.0499 -2.1848  0.221
O1 5.2590 14.6433 -15.4612  -0.341
H12 18.4580 12.7274 -14.1708  0.328
H13 16.6380 23.6875 1.0276  0.286
H14 4.2666 13.6734 3.5395  0.454
F4 8.2075 15.3458 -8.7588  -0.506
C14 9.2231 21.6072 -13.6763  -1.207
C15 16.4081 12.0617 -12.6147  -0.768
F5 -1.2858 9.8601 -7.7368  -0.479
H15 4.2476 13.9571 7.0988  0.410
H16 8.8455 6.3007 -1.6256  0.418
H17 3.3445 13.1585 1.2248  0.287
H18 17.9895 11.7169 -15.5674  0.296
H19 9.4533 21.8834 -12.6473  0.365
H20 9.3187 20.5336 -13.8382  0.336
H21 6.1479 14.8181 -17.3378  0.285
H22 3.2933 12.9218 -15.2412  0.261
H23 6.9167 8.1646 -4.1784  0.357
F6 0.9284 10.4928 -7.0811  -0.496
N1 7.7775 8.3048 -3.6692  -0.239
O2 16.6051 11.5080 -13.9469  -0.340
H24 3.1121 11.5523 1.9864  0.333
H25 9.4391 8.9261 -1.5087  0.479
H26 3.4016 19.8689 -3.2528  0.254
H27 12.7154 22.2458 -1.6210  0.340
O3 2.4958 13.0004 3.1939  -0.346
H28 13.7682 12.1789 -10.4118  0.369
H29 14.1929 11.8671 -14.3305  0.360
H30 19.9009 19.7588 0.3728  0.445
F7 8.9647 14.9344 -6.4988  -0.477
H31 15.3223 12.1855 -10.2645  0.367
H32 16.9665 20.8933 -1.1176  0.572
F8 0.7466 8.8511 -8.9070  -0.504
H33 14.7204 10.8139 -12.2589  0.181
C16 3.2211 13.6556 -14.4384  0.286
H34 2.1284 20.6010 -1.4147  0.404
H35 17.3460 22.4376 -0.3949  0.648
H36 -0.0728 17.6339 -1.1191  0.258
H37 16.6800 21.5026 3.0345  0.425
H38 7.3493 6.2359 -1.0378  0.429
H39 4.7472 13.8911 -17.3790  0.318
H40 14.6467 13.5002 -10.7383  0.361
F9 -0.3230 8.8704 -5.5039  -0.480
C17 3.6198 12.9204 3.9898  -0.900
C18 10.7925 22.3160 -18.3462  -0.806
H41 16.3735 18.8190 0.6679  0.362
N2 9.5584 23.8738 -14.8239  -0.238
H42 1.7272 14.1990 -12.9584  0.392
H43 18.2409 19.7758 1.9987  0.374
O4 7.7519 10.1121 -1.0848  -0.322
F10 5.7761 15.7318 -8.0193  -0.526
C19 3.9995 14.9612 -14.8184  -0.612
H44 17.0073 11.5946 -11.8331  0.401
H45 3.4247 12.0345 -13.0853  0.365
H46 9.8807 22.4389 -18.9307  0.349
N3 1.8080 19.7977 -4.7229  -0.274
H47 4.6273 15.6078 -17.3350  0.343
H48 3.4400 22.2454 -2.8792  0.386
C20 16.6948 23.3617 2.0662  -1.217
O5 1.0892 18.9573 -2.1657  -0.361
H49 11.0923 22.5402 -14.3438  0.347
O6 10.7195 22.7588 -17.0693  -0.400
H50 1.9209 12.5354 6.8917  0.353
H51 4.8458 12.3523 -13.6740  0.337
H52 1.8328 12.5601 1.1806  0.287
H53 14.8296 22.9406 -0.0706  0.340
H54 9.0644 21.7168 -16.5543  0.400
N4 16.6900 20.9711 0.9934  0.313
C21 14.8907 11.8901 -12.2879  0.315
H55 2.6492 14.3610 5.4625  0.376
F11 0.6054 22.9145 -10.5103  -0.514
F12 -0.4480 20.7063 -11.6052  -0.487
As1 0.1342 8.9057 -7.2172  1.966
As2 0.5803 22.0842 -12.1558  1.967
H56 16.1079 23.9188 2.7964  0.360
H57 1.1952 20.4503 -5.1906  0.386
H58 -0.9196 19.0681 -1.6063  0.333
H59 8.0331 9.2734 -3.7984  0.321
C22 2.6925 12.5491 1.8506  -0.754
H60 11.0761 21.2737 -18.4919  0.313
N5 2.1850 12.3526 5.9341  -0.315
As3 7.3888 15.3503 -7.1562  1.993
N6 14.5963 12.5030 -10.8908  -0.309
C23 10.0761 21.8783 -16.1822  -0.764
C24 2.9166 21.9032 -3.7720  -1.323
C25 2.4768 20.4032 -3.4701  0.234
H61 4.0575 13.2950 -12.4953  0.354
H62 12.9249 12.2191 -13.1832  0.431
H63 8.2811 8.2443 -0.2355  0.304
F13 0.8603 21.2113 -13.6909  -0.481
H64 16.6878 13.1071 -12.4842  0.476
H65 10.5424 20.8940 -16.2252  0.489
F14 1.7335 23.3365 -12.8003  -0.498
H66 15.9561 19.4058 2.2198  0.441
C26 15.1741 22.2251 -0.8173  -0.763
C27 7.8393 6.5573 -1.9569  -1.608
C28 8.4191 8.8483 -1.1323  -0.652
H67 4.6421 12.4069 6.5482  0.387
C29 18.9277 20.0836 0.0045  -1.391
H68 7.5327 5.8978 -2.7688  0.452
H69 10.0000 24.4280 -14.1042  0.342
H70 2.4979 11.4057 5.7741  0.340
H71 1.0125 14.2309 -14.6011  0.381
H72 0.6830 20.9154 -2.2308  0.443
F15 1.6697 8.1022 -6.7340  -0.513
H73 8.5726 23.7549 -14.6393  0.377
H74 17.7467 23.3922 2.3503  0.400
H75 4.1231 11.9548 3.9405  0.565
H76 5.1959 13.8031 5.5392  0.373
H77 3.4034 15.6170 -15.4529  0.417
H78 19.1491 20.8809 -0.7051  0.389
H79 18.7057 21.4862 1.5963  0.322
F16 -0.6666 7.2792 -7.3673  -0.494
H80 2.0095 22.4949 -3.8953  0.400
H81 9.6455 24.1607 -15.7883  0.309
C30 3.1502 13.3984 5.3597  0.161
H82 3.5196 21.8686 -4.6793  0.410
H83 4.2415 15.5356 -13.9242  0.355
C31 1.7961 13.8070 -13.9732  -1.438
H84 2.4190 19.4992 -5.4696  0.370
H85 8.5021 7.6802 -3.9932  0.362
H86 0.2894 19.1405 -0.3349  0.328
H87 15.3444 22.7942 -1.7312  0.481
H88 15.1973 21.8766 2.0999  0.556
O7 14.3566 21.0754 -0.9843  -0.271
H89 18.6019 19.1353 -0.4228  0.352
N7 3.9962 12.8131 -13.3809  -0.353
H90 1.2668 12.4362 5.5218  0.344
H91 14.8518 19.7435 0.8431  0.305
H92 6.5488 8.2653 -2.1114  0.337
F17 2.0387 21.2474 -11.4568  -0.518
F18 7.7890 17.0864 -7.1515  -0.479
C32 0.0611 18.6995 -1.3052  -0.777

---

[5]
The following is a DFT calculation (ωB97M-V with the def2-TZVPD basis set) of 2 unconnected molecules or ions with the total composition C3H6OS.

Computed properties:
Net charge: 0
E in a.u.: -591.1600

Each line ends with the natural charge from an NBO analysis.
Cartesian coordinates (Å):
H1 -2.2175 0.8294 -1.0850  0.219
S1 2.4814 -0.8774 -0.2679  0.069
O1 0.4610 -1.2917 1.0590  -0.550
C1 0.9495 -0.5358 0.2529  0.300
H2 -1.5473 0.7842 0.8539  0.214
C2 -1.5980 0.3527 -0.0898  -0.605
H3 -0.0880 0.1883 -1.4198  0.213
C3 -0.0098 0.5408 -0.4658  -0.501
H4 -1.7895 -0.8341 -0.0181  0.232
H5 0.3638 1.6058 -0.5458  0.229
H6 2.9943 -0.7622 1.7264  0.180

---

[6]
The following is a DFT calculation (ωB97M-V with the def2-TZVPD basis set) of a molecular structure, C49H30CoF4IN5O2P.

Computed properties:
Net charge: +1
E in a.u.: -4730.4404
2S+1: 2

Each line ends with the Löwdin spin population.
Cartesian coordinates (Å):
H1 1.2269 2.6528 -6.8764  0.000
C1 3.3525 2.7516 -7.1113  0.000
C2 -0.9662 0.8423 -2.7469  0.003
H2 -6.1514 -0.9105 -0.8065  0.000
H3 -0.5010 -3.0897 4.7487  0.000
C3 -5.4465 2.2464 0.1829  0.001
H4 -4.7574 -2.7385 4.6059  0.000
C4 0.2589 4.8151 3.4540  0.000
F1 1.3385 -8.7804 0.6541  0.004
C5 1.2736 -4.7381 1.2412  -0.011
C6 1.3429 -7.4622 0.8403  0.011
C7 -3.7803 -2.4226 4.2753  0.000
C8 3.7746 -7.5149 1.3911  0.038
H5 2.3521 4.0276 -3.2254  0.000
H6 3.9686 2.1482 -2.3447  0.000
C9 3.4988 1.9556 -4.4331  0.000
C10 -0.4128 2.2000 -2.4747  0.000
C11 -1.2726 -1.6017 3.4281  -0.001
C12 0.0814 -5.3745 0.8503  0.003
C13 6.0103 1.9812 -4.5296  0.000
H7 -3.7485 2.8370 1.3460  0.000
C14 -0.1801 4.0699 -0.9747  0.000
H8 2.6274 1.0536 -2.6766  0.000
H9 -0.2958 -1.2816 3.0880  0.000
C15 -1.1220 -4.6118 0.6706  -0.036
H10 4.2837 0.5663 -3.0340  0.000
C16 1.3777 4.6817 2.6871  0.000
C17 -1.1108 -3.2590 0.5716  -0.014
H11 -4.0467 -1.3409 0.4144  0.001
C18 0.5600 2.5638 1.8630  0.004
C19 1.5240 3.5427 1.8885  0.003
Co1 -1.2253 -0.4791 -0.1870  0.983
C20 2.2566 2.1645 -5.0580  0.000
C21 -2.3991 -5.1812 0.5159  -0.005
H12 0.1318 5.6641 4.1063  0.000
N1 -1.1267 -2.0966 0.4147  -0.020
N2 4.1236 -9.9964 0.9184  0.022
C22 -3.7767 0.7167 0.9670  0.000
F2 1.2625 -3.4090 1.4617  -0.004
H13 2.1515 5.4313 2.7092  0.000
C23 1.4548 3.7221 -2.7115  0.000
C24 4.5814 2.6034 -6.4853  0.000
C25 -1.3882 -2.6187 4.3550  0.000
C26 -4.4528 -0.3367 0.3466  0.003
C27 -2.7557 1.9390 3.5730  -0.002
H14 5.4858 2.8002 -7.0394  0.000
H15 -1.7708 2.6384 -0.8856  0.000
H16 -4.5667 -0.9338 2.9493  0.000
N3 -3.4718 -5.5700 0.3942  -0.019
H17 2.4185 3.4314 1.2983  0.001
O1 -0.8400 0.2893 -3.8273  0.005
C28 -6.1207 1.1997 -0.4239  -0.002
C29 -0.7500 3.8307 3.4471  0.000
H18 -2.7363 -3.8477 5.4784  0.000
O2 -1.5016 0.2717 -1.7162  0.013
F3 -0.9308 -7.4369 0.2847  -0.004
C30 3.5888 1.4037 -3.0439  0.000
C31 0.7256 2.6231 -3.2048  0.000
H19 -1.9323 4.9328 4.8602  0.000
C32 -1.8703 4.0217 4.2834  0.000
C33 2.5492 -6.8198 1.2206  -0.012
C34 -0.8677 2.9484 -1.3955  0.000
C35 4.9540 -6.8744 1.7988  0.005
C36 -1.7140 1.7336 2.6859  -0.007
H20 1.5814 5.2523 -1.2465  0.000
C37 2.4527 -5.4206 1.4239  0.010
C38 -2.8508 3.0755 4.3726  -0.001
H21 0.3609 1.3449 -4.7130  0.000
P1 -2.1591 0.2819 1.6565  -0.036
C39 0.1599 -6.7685 0.6640  -0.011
H22 6.2031 0.9209 -4.3571  0.000
H23 -7.0250 1.3925 -0.9779  0.000
I1 1.1302 0.8398 0.6704  0.048
H24 -3.7056 3.2000 5.0183  0.000
N4 1.0567 2.0116 -4.3654  0.001
H25 6.0700 2.4803 -3.5626  0.000
C40 -0.6324 2.6548 2.6230  0.000
C41 2.1913 2.5163 -6.4110  0.000
C42 -4.2704 2.0138 0.8758  -0.002
H26 -5.8298 3.2524 0.1085  0.000
C43 -3.6763 -1.4050 3.3431  -0.002
C44 1.0110 4.4135 -1.6107  0.000
C45 3.9356 -8.8828 1.1339  0.005
C46 -5.6287 -0.0944 -0.3341  0.001
C47 -2.6429 -3.0358 4.7740  -0.001
H27 3.3084 3.0671 -8.1406  0.000
H28 -3.5469 1.2040 3.6174  0.000
H29 6.7970 2.3650 -5.1747  0.000
H30 -0.5446 4.6540 -0.1416  0.000
F4 3.5217 -4.7218 1.8107  0.004
C48 4.6684 2.1872 -5.1618  0.000
C49 -2.4184 -0.9959 2.9159  -0.003
N5 5.9361 -6.3772 2.1313  0.022